{
  "formula": "C41H79BrNO7",
  "method": "ωB97M-V with the def2-TZVPD basis set",
  "orbital_gap_ev": 5.47,
  "spin_multiplicity": 1,
  "charge": -1,
  "species": ["Br", "O", "O", "O", "O", "O", "O", "O", "N", "C", "C", "C", "C", "C", "C", "C", "C", "C", "C", "C", "C", "C", "C", "C", "C", "C", "C", "C", "C", "C", "C", "C", "C", "C", "C", "C", "C", "C", "C", "C", "C", "C", "C", "C", "C", "C", "C", "C", "C", "C", "H", "H", "H", "H", "H", "H", "H", "H", "H", "H", "H", "H", "H", "H", "H", "H", "H", "H", "H", "H", "H", "H", "H", "H", "H", "H", "H", "H", "H", "H", "H", "H", "H", "H", "H", "H", "H", "H", "H", "H", "H", "H", "H", "H", "H", "H", "H", "H", "H", "H", "H", "H", "H", "H", "H", "H", "H", "H", "H", "H", "H", "H", "H", "H", "H", "H", "H", "H", "H", "H", "H", "H", "H", "H", "H", "H", "H", "H", "H"],
  "coordinates": [[-5.896780, 5.187109, 0.364770], [5.308368, -0.169650, -2.758983], [-7.844796, 2.885129, 2.353934], [1.277491, 3.396380, 3.055432], [-7.186407, -3.828103, 0.211465], [8.313218, -3.448094, -0.025892], [-5.951439, 2.470809, 3.796950], [9.744658, -1.939439, 3.599433], [-5.384196, 0.875571, 0.951419], [-7.286076, -6.177159, 0.627353], [2.827745, -0.102004, -0.122464], [-5.920232, 3.224832, -0.193739], [7.439795, -0.250321, -3.832047], [-5.195535, 0.432071, -0.472105], [8.908746, -4.482115, 0.272053], [-1.509341, 1.797541, -5.215788], [-2.323413, -0.646968, -1.751618], [-0.374679, 1.079691, -4.219654], [-2.888244, 2.968055, 0.553140], [-1.042015, -1.506212, -2.304255], [0.306137, 1.029471, 1.137083], [-2.840788, 2.269253, -4.340798], [-7.684696, -0.488959, 1.151218], [-1.000576, 1.618424, 1.998959], [1.167553, 4.751783, 5.018142], [-6.551430, 2.578757, 2.425099], [0.460529, -0.601006, 1.223454], [-7.479669, 3.050028, -2.469242], [-7.409830, 2.966149, -0.819195], [-1.056531, -1.589990, -3.965476], [2.473807, 0.539644, -1.588891], [9.682423, -0.826582, 3.079527], [-6.419636, 0.070593, 1.704157], [-3.029030, -1.272790, -0.391138], [9.147553, -5.567006, -0.743892], [7.021543, -1.258968, -1.502065], [1.759073, -1.216622, 0.427359], [6.483729, -0.527409, -2.702789], [-7.223605, -4.732123, 1.044525], [-7.208185, -4.436089, 2.520428], [-4.052597, 2.900089, 1.698658], [-0.091152, -0.469772, -4.687947], [-5.531279, 2.361449, 1.130357], [1.839075, 3.787293, 4.077409], [8.694981, -0.530477, 1.982512], [10.590961, 0.291640, 3.515649], [-4.667484, -1.151391, -0.587157], [3.224470, 3.319774, 4.435419], [-1.443415, 3.109735, 1.384942], [9.426631, -4.711483, 1.666776], [1.254478, 1.539844, 1.611101], [-8.469844, 2.521586, -2.875668], [-4.149773, 3.886188, 2.338404], [-4.871367, -1.449834, -1.724728], [2.558274, -0.319208, -2.411564], [-0.491556, -1.173618, 0.785950], [-5.153228, 3.154539, -1.077340], [6.219917, -1.388837, -0.767245], [-6.577788, 2.515501, -3.004926], [-8.217621, -1.338594, 1.797342], [1.364461, -1.857787, -0.494520], [8.663119, -6.491782, -0.420818], [11.206743, 0.619601, 2.674370], [-1.592795, 3.853946, 2.292654], [-8.149153, 3.744004, -0.327952], [-8.121824, -4.815562, 2.984865], [3.203558, 2.796512, 5.394724], [-1.976230, 0.458001, -1.473317], [7.822545, -1.191782, -4.234115], [1.055024, 4.292170, 6.003296], [0.624489, 1.699947, -4.407470], [-6.232001, 0.437011, -1.062459], [-3.074728, -0.530240, -2.645973], [9.996743, 1.124546, 3.899940], [-2.685140, -0.663549, 0.575949], [-0.579303, 3.455697, 0.645338], [9.226253, -0.239129, 1.073045], [8.106238, -1.429610, 1.771863], [-2.681654, -2.379968, -0.222390], [-0.751799, 1.697490, 3.163052], [-6.328790, -4.892282, 2.981744], [7.826151, -0.679008, -1.043245], [10.512755, -4.831273, 1.644650], [3.273064, 1.394428, -1.790342], [-3.375525, 1.357535, -3.832495], [3.865859, -0.676523, -0.254767], [9.182128, -3.845935, 2.291547], [-1.058944, -2.630984, -1.918041], [3.583936, 2.627801, 3.666492], [8.719410, -5.264303, -1.705400], [-2.948501, 3.965955, -0.097047], [-0.283503, -0.498214, -5.862499], [-7.482993, 4.185052, -2.835656], [-7.769386, 1.900924, -0.417566], [8.954547, -5.598235, 2.097247], [-2.140006, -1.432481, -4.420223], [-1.839235, 1.066803, -6.087418], [2.319448, -1.944268, 1.177335], [-8.203135, -6.634210, 1.007633], [-7.290763, -6.239320, -0.465994], [7.385544, -2.245323, -1.800469], [-2.502662, 2.994831, -3.463552], [8.016363, 0.265740, 2.298662], [-0.055556, -0.951675, -1.933475], [-3.539568, 2.893605, -5.062514], [1.755741, 5.669902, 5.091313], [8.263092, 0.374647, -3.476946], [3.904325, 4.174215, 4.482612], [0.100400, 1.371948, 0.016675], [1.396917, 0.985396, -1.693355], [10.221237, -5.724740, -0.873342], [3.059724, 0.746054, 0.682448], [-3.714471, 2.057714, 2.473662], [6.913484, 0.283527, -4.630355], [-5.286965, -1.889626, 0.075648], [0.529794, -0.970088, 2.355250], [-1.933578, 0.876025, 1.945581], [-0.689734, -2.645379, -4.361381], [-1.084304, 2.775101, -5.705915], [-4.439924, 1.053200, -1.111133], [-2.764698, 2.006859, -0.102227], [-0.654918, 1.177134, -3.087702], [-6.410039, -6.710924, 1.004385], [-6.191492, -0.153561, 2.853465], [1.031248, -0.728505, -4.469691], [-7.161666, -3.352536, 2.672680], [11.249820, -0.066462, 4.313748], [0.173485, 5.002019, 4.632598], [-8.219582, -0.158177, 0.163487]],
  "forces_ev_per_a": [[0.19, -0.94, -0.50], [1.58, -0.46, -0.06], [5.92, -1.45, -1.11], [0.97, 0.66, 1.51], [-0.06, -1.38, 1.10], [0.79, -1.34, 0.37], [-2.02, 0.07, -7.19], [-0.01, 1.36, -0.57], [-1.68, -0.47, -0.70], [0.00, 0.00, -0.51], [0.85, -0.49, -0.04], [-1.03, -0.47, -0.73], [-0.30, 0.24, -0.36], [-0.85, -2.06, -1.24], [-0.66, 1.19, -0.17], [-0.68, 0.17, 0.98], [0.49, 0.38, 0.51], [0.49, 0.46, -1.36], [1.41, 1.24, 1.19], [-0.03, 0.12, -0.61], [-1.09, -0.09, 0.67], [0.67, 0.46, -0.21], [3.10, 1.00, 1.99], [-0.08, -0.09, 0.09], [-0.44, 0.04, -0.26], [-2.59, 1.46, 6.06], [-0.40, -0.65, 0.12], [-0.22, 0.18, -0.08], [-0.51, -0.49, 0.50], [0.37, 0.34, -0.71], [0.35, -0.23, -0.01], [-0.02, -1.35, 0.55], [-3.42, -2.05, -1.20], [-0.48, 0.56, -0.11], [-0.25, 0.25, -0.44], [-0.50, 0.08, -0.05], [0.09, 0.06, 0.01], [-1.63, 0.47, 0.18], [0.07, 1.46, -1.17], [0.02, 0.51, -0.04], [0.24, -1.23, 0.22], [-0.18, 0.21, 0.10], [1.28, 1.47, 1.89], [-0.91, -0.52, -1.50], [-0.23, -0.50, 0.08], [0.27, -0.27, 0.39], [0.32, 0.28, -0.81], [0.12, -0.32, -0.36], [-0.25, -0.97, 0.10], [-0.26, 0.49, 0.13], [-1.93, -0.94, -1.35], [2.11, 1.24, 0.98], [0.21, -1.94, -1.66], [0.33, 0.50, 2.41], [0.01, 1.97, 1.76], [1.90, 1.55, 0.96], [-1.21, 0.11, 2.03], [0.18, 0.02, -0.17], [-1.64, 0.97, 1.22], [1.11, 2.34, -1.44], [1.03, 1.32, 1.94], [0.22, -0.02, 0.03], [-0.16, 0.17, 0.03], [0.43, -1.36, -2.09], [1.53, -1.72, -1.08], [0.15, -0.15, 0.08], [0.10, 0.19, 0.04], [-0.62, -2.31, -0.71], [0.18, 0.09, 0.12], [0.15, 0.15, 0.02], [-2.02, -1.42, 0.62], [2.14, 0.12, 1.05], [1.17, -0.38, 1.91], [0.08, 0.06, -0.21], [-0.83, -1.26, -2.18], [-1.81, -0.49, 1.73], [-0.09, 0.17, 0.07], [0.17, 0.20, -0.02], [-0.78, 1.99, -0.46], [-0.34, -0.14, -2.61], [-0.16, -0.12, 0.08], [0.13, -0.22, -0.10], [-0.08, -0.20, 0.05], [-1.78, -1.92, 0.14], [0.88, 1.79, -1.21], [-2.17, 1.26, 0.15], [0.11, -0.20, -0.12], [0.01, 2.52, -0.55], [-0.11, 0.15, 0.15], [0.08, -0.06, 0.21], [-0.19, -2.31, 1.12], [0.60, -0.09, 2.47], [0.00, -2.47, 0.85], [0.79, 2.35, -1.04], [0.21, -0.08, -0.07], [2.04, -0.37, 1.23], [0.70, 1.45, 1.86], [-1.08, 1.43, -1.69], [0.16, -0.09, 0.13], [0.01, 0.05, 0.24], [0.17, 0.23, 0.14], [-0.64, -1.51, -1.86], [0.14, 0.12, -0.15], [-1.97, -1.48, -0.89], [1.14, -1.47, 1.64], [0.04, -0.10, 0.20], [0.09, -0.21, -0.03], [-0.03, -0.06, 0.21], [0.75, -0.78, 2.33], [2.04, -0.78, 0.49], [-0.08, -0.18, 0.12], [-0.77, -1.82, -1.75], [-0.96, 1.91, -1.69], [0.09, -0.12, 0.19], [1.22, 1.63, -1.11], [-0.16, 1.08, -2.30], [2.02, 1.56, -0.11], [-0.74, 2.09, 0.99], [-0.65, -1.96, 0.91], [-1.37, -0.82, 1.64], [-0.58, 1.81, 1.12], [0.42, -0.23, -2.21], [-0.17, -0.07, 0.13], [-0.25, 0.61, -2.88], [-2.11, 0.42, -0.43], [0.02, -0.23, -0.07], [-0.15, 0.06, -0.18], [0.23, -0.09, 0.07], [1.51, -0.89, 1.90]]
}